{"formula": "C25H73Br3N15O15P3", "method": "wB97M-V/def2-TZVPD", "gap_ev": [7.19, 1.98], "multiplicity": 2, "total_charge": 1, "mol_weight_g_mol": 1156.6, "symbols": ["C", "N", "O", "O", "H", "H", "H", "C", "N", "O", "O", "H", "H", "H", "C", "N", "O", "O", "H", "H", "H", "C", "N", "O", "O", "H", "H", "H", "C", "N", "O", "O", "H", "H", "H", "C", "N", "O", "O", "H", "H", "H", "O", "P", "N", "C", "C", "N", "C", "C", "N", "C", "C", "H", "H", "H", "H", "H", "H", "H", "H", "H", "H", "H", "H", "H", "H", "H", "H", "H", "H", "O", "P", "N", "C", "C", "N", "C", "C", "N", "C", "C", "H", "H", "H", "H", "H", "H", "H", "H", "H", "H", "H", "H", "H", "H", "H", "H", "H", "H", "O", "P", "N", "C", "C", "N", "C", "C", "N", "C", "C", "H", "H", "H", "H", "H", "H", "H", "H", "H", "H", "H", "H", "H", "H", "H", "H", "H", "H", "C", "Br", "Br", "Br", "H"], "xyz": [[3.266, 3.184, -2.458], [2.811, 4.182, -1.447], [3.008, 5.340, -1.789], [2.168, 3.792, -0.476], [3.212, 3.631, -3.451], [2.717, 2.244, -2.403], [4.316, 3.064, -2.192], [-0.998, 5.721, -3.730], [-0.468, 4.343, -4.004], [0.095, 3.799, -3.037], [-0.631, 3.941, -5.150], [-2.025, 5.867, -4.066], [-0.324, 6.472, -4.142], [-0.968, 5.862, -2.650], [2.978, 1.424, 2.132], [3.622, 1.373, 0.735], [4.420, 2.176, 0.395], [3.173, 0.469, 0.034], [2.342, 2.309, 2.126], [3.777, 1.504, 2.869], [2.328, 0.559, 2.268], [-0.186, 1.056, -1.021], [-0.069, 0.303, 0.228], [0.030, -0.907, 0.146], [-0.138, 1.031, 1.189], [0.487, 1.913, -0.981], [-1.226, 1.345, -0.872], [0.165, 0.356, -1.780], [-1.834, 0.305, -6.117], [-0.628, -0.395, -5.645], [-0.103, -1.118, -6.480], [-0.199, -0.272, -4.498], [-2.316, -0.303, -6.883], [-1.441, 1.221, -6.560], [-2.450, 0.389, -5.222], [-0.423, -2.182, 3.737], [-1.284, -3.361, 4.057], [-2.380, -3.410, 3.524], [-0.764, -4.227, 4.716], [0.130, -2.231, 2.799], [0.400, -2.133, 4.450], [-1.060, -1.306, 3.862], [-4.506, -4.330, -3.361], [-4.415, -4.046, -1.921], [-3.045, -3.142, -1.399], [-2.440, -3.347, -0.040], [-2.627, -1.995, -2.147], [-4.397, -5.521, -0.952], [-3.445, -6.512, -1.198], [-5.688, -6.150, -0.705], [-5.809, -3.268, -1.357], [-5.903, -2.816, 0.058], [-6.572, -2.533, -2.228], [-1.929, -2.432, 0.261], [-1.631, -4.074, -0.114], [-3.245, -3.608, 0.646], [-3.420, -1.258, -2.020], [-2.506, -2.223, -3.206], [-1.773, -1.447, -1.747], [-2.505, -6.104, -0.825], [-3.654, -7.362, -0.549], [-3.387, -6.816, -2.244], [-6.420, -5.447, -0.307], [-5.993, -6.587, -1.656], [-5.675, -6.882, 0.103], [-5.281, -1.957, 0.309], [-6.918, -2.853, 0.453], [-5.364, -3.562, 0.642], [-6.597, -2.948, -3.235], [-6.165, -1.523, -2.180], [-7.589, -2.601, -1.841], [6.193, 2.472, -4.635], [5.800, 1.064, -4.310], [6.394, -0.133, -5.473], [7.708, 0.061, -6.032], [5.662, -1.370, -5.685], [4.103, 0.814, -4.202], [3.401, 1.392, -5.330], [3.326, -0.226, -3.486], [6.468, 0.317, -2.852], [6.855, 1.168, -1.744], [6.855, -1.094, -2.751], [8.247, -0.867, -6.223], [8.338, 0.410, -5.213], [7.665, 0.745, -6.880], [4.664, -1.153, -6.067], [5.509, -1.953, -4.776], [6.279, -2.021, -6.304], [2.332, 1.182, -5.305], [3.430, 2.481, -5.363], [3.797, 0.988, -6.261], [3.283, 0.013, -2.423], [2.272, -0.223, -3.766], [3.685, -1.248, -3.607], [7.773, 1.704, -1.984], [6.098, 1.888, -1.433], [7.079, 0.544, -0.879], [5.957, -1.691, -2.908], [7.025, -1.318, -1.698], [7.658, -1.389, -3.426], [0.592, 0.469, 6.467], [-0.798, 0.803, 6.638], [-1.796, -0.618, 6.646], [-3.244, -0.526, 6.490], [-1.359, -1.876, 7.279], [-1.491, 1.797, 5.419], [-1.795, 1.137, 4.120], [-1.081, 3.213, 5.314], [-1.143, 1.592, 8.147], [-2.473, 2.068, 8.630], [-0.059, 2.316, 8.844], [-3.749, -1.020, 7.320], [-3.530, -1.001, 5.551], [-3.477, 0.539, 6.488], [-0.278, -2.002, 7.342], [-1.700, -2.709, 6.665], [-1.655, -1.954, 8.325], [-2.456, 0.273, 4.187], [-2.333, 1.847, 3.492], [-0.900, 0.885, 3.552], [-0.060, 3.375, 4.968], [-1.781, 3.765, 4.688], [-1.053, 3.695, 6.291], [-3.010, 2.783, 8.007], [-3.029, 1.135, 8.719], [-2.484, 2.476, 9.641], [-0.217, 2.130, 9.906], [-0.199, 3.331, 8.474], [0.844, 1.772, 8.565], [-2.574, 4.684, 1.163], [-3.840, 6.255, 1.145], [-0.789, 5.135, 1.802], [-2.613, 3.753, -0.575], [-2.955, 3.931, 1.853]], "forces_ev_per_angstrom": [[0.730, -0.157, 0.210], [-1.433, 0.209, -1.503], [-0.139, -0.552, 1.263], [0.681, 0.554, -0.300], [-0.088, 0.068, 0.344], [0.079, 0.308, 0.329], [-0.013, -0.400, -0.269], [0.072, 0.476, 1.126], [-0.057, 0.780, 0.503], [-0.781, 0.066, -2.180], [0.565, -0.506, 1.456], [0.289, -0.381, -0.384], [-0.031, -0.334, -0.394], [-0.010, -0.197, -0.083], [0.299, 0.447, -0.502], [-2.351, -1.837, 1.105], [1.135, 1.057, -0.042], [0.254, 0.268, -0.218], [0.257, 0.133, 0.012], [-0.149, 0.020, -0.118], [0.469, -0.012, -0.179], [0.635, -0.475, -0.147], [0.702, 0.914, -0.972], [-0.145, -0.042, 1.158], [0.094, -1.117, 1.566], [-0.257, 0.077, 0.161], [-0.009, 0.246, -1.376], [-0.855, 0.362, -0.483], [-0.119, -0.004, 0.546], [1.423, -1.728, -0.315], [-0.062, 0.447, 0.515], [-0.900, 0.400, -0.796], [0.239, 0.037, 0.165], [-0.477, 0.243, 0.310], [-0.105, 0.667, -0.344], [0.493, 0.895, 1.017], [1.384, 0.050, -1.337], [-0.167, -0.031, 0.332], [-0.548, -0.327, 0.310], [-0.939, -0.378, -0.469], [-0.430, -0.121, 0.445], [0.275, -0.131, -0.402], [0.220, -0.331, 0.619], [0.675, 3.334, 0.681], [-0.745, -2.842, 1.115], [-0.288, 0.275, -1.310], [-0.918, 1.189, -0.628], [-2.067, 0.160, -0.325], [2.107, -0.576, 1.146], [-0.955, 0.893, 1.236], [2.767, -2.586, 2.608], [1.404, -1.800, -0.142], [-1.730, 1.244, -1.549], [-0.426, 0.124, 0.126], [-0.228, -0.409, 0.297], [0.494, -0.191, 0.367], [-0.243, 0.439, -0.537], [0.184, 0.093, 0.062], [0.405, -0.848, 0.046], [0.534, -0.125, -0.594], [-0.099, -0.151, -0.358], [0.076, 0.126, -0.192], [-0.033, 0.298, -0.767], [-0.333, -0.119, 0.013], [0.770, -0.413, -0.372], [-0.634, 0.712, -0.429], [-0.019, 0.586, -0.400], [-0.098, -0.428, 0.247], [0.273, 0.211, 0.035], [-0.681, 0.527, -0.638], [-0.292, 0.619, -0.248], [-0.653, -1.826, 0.747], [1.238, -2.974, 0.441], [-1.703, 1.241, 1.352], [0.320, 0.075, 0.989], [0.178, 0.301, 0.284], [0.457, 0.065, -0.071], [-0.435, 0.324, -0.719], [0.546, 0.390, 0.745], [-1.052, 1.388, -1.367], [0.515, 0.200, 0.080], [-1.377, 0.488, 0.100], [-0.565, -0.320, -0.662], [0.236, 0.925, -0.203], [0.522, -0.109, -0.005], [0.038, -0.348, -0.522], [0.011, 0.034, 0.216], [-0.400, 0.132, -0.460], [0.055, -0.364, 0.202], [0.519, 0.048, -0.003], [-0.089, 0.194, -0.346], [0.424, -0.182, 0.201], [0.192, 0.193, -0.591], [0.174, 0.026, -0.091], [0.082, 0.274, 0.113], [-0.071, -0.079, -0.197], [-0.133, 0.027, 0.061], [0.146, -0.336, -0.512], [0.737, 0.176, -0.112], [0.084, -0.094, 0.218], [2.161, -0.403, -0.004], [-4.252, 0.367, 1.530], [1.041, 0.948, -0.139], [0.788, 0.381, 0.126], [0.708, 0.525, -0.292], [-0.325, -1.042, 0.160], [0.310, 0.896, 0.168], [0.168, -0.434, 0.601], [0.162, 0.271, -0.513], [0.065, -1.802, -0.670], [-0.794, -1.433, -1.095], [-0.120, 0.050, 0.038], [-0.389, -0.036, -0.063], [-0.528, -0.175, -0.211], [0.146, 0.503, -0.427], [-0.333, -0.121, 0.333], [-0.625, -0.081, -0.021], [0.197, 0.023, 0.425], [-0.080, 0.240, 0.046], [0.133, -0.147, 0.070], [0.098, -0.307, -0.556], [0.010, -0.114, -0.039], [-0.431, -0.207, 0.217], [0.184, 0.003, -0.381], [-0.723, 0.278, -0.093], [0.767, 0.012, -0.049], [0.100, 0.663, 0.070], [1.067, 0.424, 0.804], [0.395, 0.816, -0.072], [-0.406, 0.272, 0.007], [1.099, -1.249, 0.040], [-0.760, -0.088, -0.563], [0.145, 0.613, 0.586], [-0.103, 0.478, -0.088]]}

---

{"formula": "C2H4ClF3", "method": "wB97M-V/def2-TZVPD", "gap_ev": 11.81, "total_charge": 0, "de_lowest_ev": 1.9602, "mol_weight_g_mol": 120.5, "symbols": ["C", "C", "H", "H", "H", "H", "F", "F", "F", "Cl"], "xyz": [[-2.142, -0.331, 0.415], [2.019, 0.267, -0.422], [-2.347, -1.359, 0.108], [-2.220, -0.207, 1.498], [1.085, -0.162, -0.794], [2.627, 0.694, -1.223], [-3.007, 0.510, -0.205], [2.730, -0.707, 0.197], [1.729, 1.242, 0.478], [-0.473, 0.052, -0.053]], "forces_ev_per_angstrom": [[0.038, -0.255, 0.283], [1.153, 0.218, -0.764], [0.004, 0.178, 0.021], [-0.014, 0.013, -0.186], [1.872, -0.048, -0.563], [0.093, 0.062, 0.127], [-0.175, 0.129, -0.095], [0.041, -0.083, 0.184], [0.539, 0.128, 0.063], [-3.550, -0.340, 0.931]]}

---

{"formula": "C4H8O2", "method": "wB97M-V/def2-TZVPD", "gap_ev": 9.87, "total_charge": 0, "smiles": "C=CO.CC=O", "de_lowest_ev": 1.7492, "mol_weight_g_mol": 88.1, "symbols": ["C", "C", "O", "C", "C", "O", "H", "H", "H", "H", "H", "H", "H", "H"], "xyz": [[1.742, 0.496, 0.109], [1.269, -0.452, 1.170], [0.229, -0.363, 1.786], [-1.378, -0.860, -0.949], [-1.695, 0.425, -0.795], [-1.806, 1.113, 0.363], [1.037, 1.317, -0.038], [1.874, -0.050, -0.833], [2.727, 0.879, 0.400], [1.961, -1.294, 1.383], [-1.143, -1.501, -0.104], [-1.372, -1.302, -1.938], [-1.898, 1.062, -1.652], [-1.547, 0.530, 1.097]], "forces_ev_per_angstrom": [[-0.098, 0.072, 0.043], [-0.222, 0.022, 0.121], [0.485, -0.065, -0.214], [-0.032, 0.047, 0.048], [-0.024, -0.160, -0.301], [0.036, -0.200, 0.061], [0.091, -0.124, 0.057], [-0.028, 0.034, 0.162], [-0.113, -0.027, -0.046], [-0.105, 0.065, 0.028], [-0.141, 0.068, -0.092], [0.053, 0.144, 0.106], [-0.064, -0.065, 0.126], [0.162, 0.190, -0.100]]}